# 1
Density functional theory data (the ωB97M-V functional and the def2-TZVPD basis) for a 7-piece molecular cluster, C20H53NO10S overall.

Structure (XYZ):
```
85
Properties=species:S:1:pos:R:3:forces:R:3
C 2.559290 2.451121 -2.343030 -0.308 -0.379 0.296
C 2.013777 1.018465 -2.460262 0.271 0.270 0.349
N 1.287164 0.599673 -1.236327 -0.038 -0.025 -0.667
C 0.124796 -0.218152 -1.506956 0.333 -0.421 0.375
O 0.115361 -1.317323 -0.514332 0.396 0.379 -0.050
S -0.391227 -0.718971 0.872156 0.011 0.290 0.721
O -1.228870 -1.687399 1.481805 -0.392 -0.100 -0.377
O 0.649977 -0.174438 1.678256 0.215 0.020 -0.285
O -1.188477 0.517914 0.256458 -0.121 -0.251 0.056
C -1.247699 0.349827 -1.180228 -0.338 -0.243 -0.380
C -1.784520 1.565013 -1.902796 0.192 0.591 0.441
C -1.110215 2.871923 -1.454810 -0.251 -0.302 -0.242
C -1.765569 1.350447 -3.420784 -0.413 0.057 0.016
C -2.906362 0.443187 -3.913833 0.074 0.145 -0.051
H 2.513552 2.967663 -3.297480 0.140 0.115 -0.043
H 1.970812 2.987174 -1.602258 -0.043 0.182 -0.120
H 3.579617 2.437289 -1.967973 0.126 0.081 -0.111
H 2.865014 0.353927 -2.612303 -0.123 -0.207 -0.256
H 1.359694 0.920588 -3.323503 -0.073 0.025 -0.038
H 1.917512 0.017317 -0.705177 0.005 0.093 0.344
H 0.170092 -0.696820 -2.483798 -0.128 -0.160 0.021
H -1.928032 -0.488793 -1.359655 -0.085 0.038 -0.129
H -2.835659 1.656916 -1.613328 -0.067 -0.113 -0.018
H -1.490867 3.159775 -0.478439 0.183 0.025 0.139
H -0.032891 2.768024 -1.410953 0.076 0.070 0.064
H -1.369148 3.659791 -2.160242 0.033 0.105 -0.005
H -0.801326 0.989366 -3.774548 0.105 -0.029 0.068
H -1.908814 2.334689 -3.864393 0.157 0.042 -0.110
H -3.290303 -0.196753 -3.120794 0.073 -0.175 -0.020
H -3.746166 1.045459 -4.258074 -0.053 0.024 0.042
H -2.598901 -0.174596 -4.754295 0.007 -0.125 0.005
C 1.054060 3.280496 4.527344 -0.022 0.018 -0.049
C -0.320177 2.695435 4.798450 0.117 -0.072 -0.142
O -1.056066 2.495753 3.597432 -0.030 0.078 0.069
H 0.963412 4.229171 3.997884 -0.007 0.030 0.044
H 1.600252 3.451504 5.457118 0.000 -0.011 0.003
H 1.640460 2.602942 3.902460 0.018 -0.031 0.043
H -0.909420 3.380065 5.408442 -0.051 -0.020 0.000
H -0.232891 1.747061 5.340015 0.004 0.044 0.079
H -0.554757 1.882116 3.050571 0.010 -0.065 -0.094
C -0.602809 5.749105 7.817391 0.025 -0.046 -0.064
C -0.383236 7.106769 7.179783 -0.149 -0.076 -0.118
O -0.244041 7.018542 5.763202 0.134 0.035 0.094
H 0.224009 5.080249 7.575084 0.013 -0.007 0.033
H -0.678709 5.831885 8.902003 0.015 -0.004 0.003
H -1.518819 5.287595 7.439717 -0.037 0.032 0.040
H 0.538528 7.557042 7.545500 0.015 0.026 -0.016
H -1.210017 7.781627 7.426554 0.045 0.028 0.079
H -1.049927 6.633756 5.408323 -0.043 -0.038 -0.048
C 3.862024 4.319256 8.954915 -0.058 -0.009 0.041
C 3.167024 5.665502 8.873095 0.104 -0.021 0.170
O 2.465626 5.976373 10.074982 -0.107 -0.011 -0.159
H 3.137533 3.532683 9.167283 -0.014 -0.005 -0.033
H 4.372470 4.082604 8.020350 0.011 0.012 0.000
H 4.601360 4.314573 9.759363 0.044 0.014 -0.034
H 2.420130 5.660395 8.080941 -0.024 0.049 -0.002
H 3.888881 6.458841 8.651996 -0.005 -0.018 -0.087
H 3.103963 6.000652 10.792348 0.029 0.006 0.070
C -0.364503 -3.727002 -4.777801 -0.086 0.175 0.121
C 1.073747 -3.351455 -4.489674 -0.091 -0.136 0.101
O 1.195001 -2.571411 -3.294403 0.032 0.088 -0.103
H -0.976852 -2.826886 -4.873961 0.019 -0.009 -0.056
H -0.444477 -4.328133 -5.682014 0.025 0.141 0.016
H -0.778591 -4.319652 -3.960171 0.010 -0.030 0.013
H 1.484419 -2.740250 -5.291744 0.043 0.034 0.026
H 1.691284 -4.250280 -4.400122 0.024 0.007 -0.088
H 0.851586 -3.097894 -2.565896 -0.005 -0.016 0.073
C -1.781846 -7.871869 -1.630257 0.047 -0.035 -0.092
C -1.752089 -6.538858 -2.351928 -0.114 -0.095 -0.028
O -1.710353 -6.694552 -3.771175 0.131 -0.047 -0.029
H -0.909797 -8.468562 -1.898497 0.023 0.015 0.024
H -1.790139 -7.730010 -0.549309 -0.015 0.010 0.004
H -2.672301 -8.440947 -1.907145 -0.031 0.021 0.044
H -0.855839 -5.980536 -2.084678 0.012 0.028 -0.030
H -2.621783 -5.934452 -2.075707 0.044 0.041 0.047
H -2.499205 -7.174160 -4.038547 -0.064 -0.015 -0.023
C -1.292562 -7.496733 -8.140306 -0.023 0.075 0.032
C 0.114656 -7.040448 -7.802309 -0.070 -0.073 0.189
O 0.137930 -6.172102 -6.673299 0.032 -0.174 -0.164
H -1.933681 -6.636490 -8.334416 0.010 0.007 -0.030
H -1.295791 -8.141670 -9.019993 0.004 -0.015 0.004
H -1.727018 -8.053500 -7.306611 0.021 -0.049 -0.017
H 0.541682 -6.473238 -8.627895 0.031 0.023 0.007
H 0.760445 -7.905413 -7.617062 0.023 -0.005 -0.079
H -0.224394 -6.647795 -5.915732 -0.035 0.072 0.079
```
Positions in Å, forces in eV/Å.

Properties
SMILES: CCN[C@H]1OS(=O)(=O)O[C@H]1[C@@H](C)CC.CCO.CCO.CCO.CCO.CCO.CCO
HOMO energy (eV): -9.4
Orbital gap (eV): 9.955

***

# 2
Density functional theory data (the ωB97M-V functional and the def2-TZVPD basis) for a 2-piece molecular cluster, C7H17NO overall.

Structure (XYZ):
```
26
Properties=species:S:1:pos:R:3:forces:R:3
C 2.830675 -0.243402 0.286113 2.461 3.435 3.503
C 1.394161 -0.196977 -0.045445 -1.015 -1.456 -0.514
N 0.861004 1.168855 -0.162194 -0.001 0.990 -0.989
C 1.160835 1.680593 -1.525109 -3.052 -3.067 -2.663
C -0.597979 1.303899 0.015369 1.659 -0.614 -0.251
C -1.051708 1.844800 1.380983 -0.218 0.363 -1.709
O -1.265236 1.219966 -0.983282 -1.188 0.119 1.079
H 3.559703 -0.985035 0.389251 0.023 -2.814 -1.367
H 3.033081 -0.016742 1.397459 -1.033 0.633 -1.011
H 3.449774 0.550440 -0.177156 -0.762 -0.108 -0.231
H 1.297621 -0.734702 -1.017297 -0.492 0.360 0.310
H 0.770508 -0.769205 0.658133 0.582 0.433 -0.044
H 1.955300 2.346042 -1.715871 1.944 -0.278 0.312
H 0.921974 0.706218 -2.336306 1.732 2.663 1.935
H 0.359875 2.275719 -1.971983 -0.352 0.173 0.909
H -2.003787 1.464732 1.709352 -0.586 -0.046 -0.379
H -0.396513 1.750364 2.231929 0.728 0.156 -0.284
H -1.161660 2.890783 0.983881 -0.034 -0.454 1.238
C -2.249780 -2.417211 -0.463253 0.404 2.215 -0.468
C -1.555651 -1.797222 0.751366 0.181 1.155 0.148
H -2.745243 -1.616374 -1.040222 -0.814 -0.171 0.827
H -1.571732 -2.605874 -1.261025 1.054 -1.264 -0.282
H -2.910554 -3.212743 -0.229394 -0.436 -0.776 -0.042
H -1.440159 -0.716997 0.579291 -0.645 -0.296 0.055
H -0.476157 -2.005141 0.870867 -0.888 -1.124 0.355
H -2.168352 -1.884788 1.674543 0.750 -0.227 -0.440
```
Positions in Å, forces in eV/Å.

Properties
SMILES: CCN(C)C(C)=O.CC
HOMO energy (eV): -9.3
Orbital gap (eV): 10.174

***

# 3
Density functional theory data (the ωB97M-V functional and the def2-TZVPD basis) for C47H45N6O2OsS2Sb2 as an isolated structure.

Structure (XYZ):
```
105
Properties=species:S:1:pos:R:3:forces:R:3
Os 0.203498 -0.876141 1.206943 -0.673 -0.305 0.229
N -0.394578 0.847088 4.939375 0.250 -0.022 -0.118
C -1.710447 0.468853 4.852210 -0.267 -0.123 -0.204
C -1.856053 -0.144813 3.645651 -0.265 0.083 0.104
N -0.646750 -0.140745 2.999881 0.449 0.051 -0.170
C 0.228093 0.460691 3.815920 -0.348 -0.021 0.243
C 1.602071 0.475551 3.399824 0.406 -0.093 -0.223
N 1.878444 -0.117693 2.235960 0.051 0.359 0.282
C 3.237436 -0.056105 2.070637 0.088 0.077 -0.043
C 3.780153 0.583228 3.145281 0.071 -0.078 -0.139
N 2.736984 0.907987 3.972183 -0.160 0.055 0.067
H 0.015755 1.333579 5.722630 0.023 -0.014 -0.004
H -2.429071 0.662079 5.629671 0.063 0.026 0.039
H -2.740997 -0.578036 3.213140 0.008 0.018 -0.045
H 3.726684 -0.464484 1.203064 -0.014 -0.033 0.025
H 4.804748 0.813423 3.380464 -0.030 0.036 0.057
H 2.819713 1.398699 4.849986 0.034 0.000 -0.006
C -0.927597 3.000769 -2.595778 0.114 -0.056 0.348
C 0.105421 4.039621 -2.174173 -0.044 0.006 -0.057
C -0.043230 4.501061 -0.732239 0.268 -0.243 -0.135
Sb 0.027768 2.917676 0.766327 -0.767 0.740 0.376
C 0.796806 4.069773 2.427422 -0.011 -0.499 -0.478
C 0.086141 4.148782 3.618412 -0.047 -0.038 0.024
C 0.487224 5.061510 4.585592 0.010 -0.076 0.036
C 1.598287 5.865592 4.364590 0.045 0.031 0.061
C 2.328795 5.748650 3.189920 0.032 -0.031 -0.029
C 1.937353 4.835710 2.219627 0.024 0.021 0.020
C -2.069142 3.045227 1.209394 0.375 -0.105 0.059
C -2.585490 4.288672 1.570502 0.024 -0.015 0.015
C -3.948771 4.435933 1.780532 0.037 0.096 0.036
C -4.799613 3.346274 1.651534 -0.008 -0.015 0.012
C -4.286823 2.106298 1.302478 -0.062 -0.038 -0.044
C -2.923876 1.960755 1.076062 0.015 -0.002 -0.008
Sb -0.423237 1.036051 -1.794730 0.263 0.124 -0.997
C 1.638902 1.031242 -2.359318 -0.438 -0.125 0.189
C 1.965689 0.930279 -3.707863 0.041 0.044 0.013
C 3.301091 0.932495 -4.088122 -0.013 -0.042 -0.062
C 4.301398 1.015118 -3.129415 0.015 0.018 0.000
C 3.973421 1.124483 -1.784794 0.021 0.004 0.012
C 2.639812 1.131050 -1.399550 0.025 0.051 -0.011
C -1.325523 -0.188510 -3.309430 0.123 0.173 0.579
C -2.599312 0.154054 -3.747299 -0.017 0.041 -0.001
C -3.166833 -0.557483 -4.795483 -0.013 0.036 0.019
C -2.472659 -1.613134 -5.371836 -0.008 -0.028 -0.005
C -1.215588 -1.970466 -4.900896 0.024 0.002 0.018
C -0.636571 -1.262996 -3.856092 0.062 -0.050 0.030
H -0.930124 2.850039 -3.676075 -0.013 -0.103 0.019
H -1.932655 3.275349 -2.271493 -0.015 -0.038 -0.047
H -0.013664 4.919459 -2.815008 0.002 -0.027 0.003
H 1.113250 3.660678 -2.360770 0.010 0.074 -0.009
H -1.024859 4.950896 -0.578365 0.016 -0.033 0.140
H 0.721878 5.229888 -0.469157 0.026 -0.032 0.060
H -0.798530 3.540606 3.775007 -0.051 0.080 -0.020
H -0.079526 5.157610 5.502713 0.003 0.028 0.008
H 1.896114 6.587871 5.112903 -0.004 0.004 -0.004
H 3.193838 6.374966 3.017430 0.009 0.000 0.040
H 2.512168 4.741462 1.305088 -0.009 0.078 -0.017
H -1.932194 5.145341 1.690877 -0.028 0.036 -0.009
H -4.344956 5.408106 2.043250 -0.013 -0.016 0.016
H -5.861044 3.468536 1.820951 0.003 -0.007 -0.008
H -4.951232 1.257035 1.195217 0.030 0.017 -0.011
H -2.527285 1.000168 0.780464 -0.001 -0.216 -0.030
H 1.191651 0.858063 -4.462592 0.024 -0.013 -0.019
H 3.557824 0.867187 -5.137299 0.013 -0.010 0.009
H 5.339617 1.002132 -3.433715 0.000 0.033 -0.001
H 4.759151 1.211060 -1.044216 -0.010 0.001 0.012
H 2.380323 1.215524 -0.347646 0.051 -0.009 0.006
H -3.141532 0.975687 -3.292206 -0.025 0.001 -0.067
H -4.144606 -0.279426 -5.166031 0.000 -0.021 0.003
H -2.914007 -2.162788 -6.192477 -0.004 0.007 0.002
H -0.681114 -2.795906 -5.352291 -0.003 0.005 -0.009
H 0.348541 -1.532545 -3.491455 -0.001 -0.020 -0.029
O -6.312390 -6.460604 1.262163 -0.205 -0.311 -0.035
C -5.049833 -6.320645 1.657400 0.256 0.188 0.176
O -4.454644 -7.196880 2.211277 -0.092 0.000 0.000
C -4.344940 -5.016756 1.361558 -0.103 -0.030 -0.327
C -4.593897 -4.285870 0.200086 0.062 0.000 0.158
C -3.788598 -3.209299 -0.126707 -0.042 -0.011 -0.066
C -2.731403 -2.860119 0.718671 0.420 0.157 0.245
S -1.660606 -1.622576 0.116701 -0.328 0.246 -0.411
C -2.517121 -3.554568 1.914802 -0.082 -0.033 0.002
C -3.315067 -4.635828 2.221388 0.084 0.012 0.176
H -6.715899 -5.666712 0.897782 0.071 0.163 0.028
H -5.381096 -4.577209 -0.483566 -0.007 -0.020 0.001
H -3.954048 -2.656531 -1.043665 0.044 -0.030 0.007
H -1.722634 -3.248196 2.587416 0.019 -0.037 0.019
H -3.140350 -5.213003 3.119913 -0.027 -0.053 -0.033
N 0.633687 -4.158950 0.409356 0.250 -0.048 -0.124
C 1.537706 -3.555685 -0.373319 -0.463 -0.272 -0.042
S 1.619709 -1.834437 -0.465591 0.381 0.091 0.007
N 2.326535 -4.332844 -1.097621 0.020 0.088 0.124
C 3.454228 -4.065437 -1.938107 0.295 0.085 -0.304
C 3.763213 -5.065353 -2.857190 -0.185 0.044 0.097
C 4.867669 -4.936546 -3.678674 0.043 0.021 -0.016
C 5.677698 -3.814060 -3.580912 0.018 0.027 -0.037
C 5.368902 -2.821770 -2.664590 -0.009 -0.036 -0.034
C 4.260458 -2.937400 -1.839158 -0.138 -0.073 0.145
H -0.068515 -3.609523 0.866554 -0.168 0.011 0.013
H 0.539613 -5.163503 0.435075 0.007 0.014 0.040
H 2.107084 -5.319729 -1.060726 0.026 -0.036 0.056
H 3.134249 -5.946554 -2.924442 0.027 -0.012 -0.033
H 5.098934 -5.713717 -4.393714 -0.002 -0.023 0.024
H 6.550776 -3.718963 -4.211628 -0.010 0.000 -0.009
H 6.002534 -1.949535 -2.575552 0.005 -0.004 -0.001
H 4.051485 -2.165841 -1.116278 0.049 0.020 0.001
```
Positions in Å, forces in eV/Å.

Properties
Spin multiplicity: 5
Net charge: +3
HOMO energy (spin up / spin down) (eV): -15.0 / -15.2
Orbital gap (spin up / spin down) (eV): 7.085 / 5.210

***

Number 1: maximum force 0.78 eV Å⁻¹, energy -54397.6104 eV. Number 2: maximum force 5.49 eV Å⁻¹, energy -11069.1729 eV. Number 3: maximum force 1.13 eV Å⁻¹, energy -99693.4697 eV.